1.
Computed, not measured: C6H12N2O3S as an isolated structure at a distorted geometry, with ωB97M-V/def2-TZVPD.

Orbital gap   0.370 Eh
Energy above the lowest of the compared OMol25 structures with the same formula, charge and spin   386.0 kJ/mol
HOMO   -9.55 eV

ORCA input file:
```
! wB97M-V def2-TZVPD RIJCOSX def2/J DEFGRID3
* xyz 0 1
C -0.80 0.43 0.33
C 0.15 -0.59 -1.55
C 0.32 1.44 0.00
C -0.26 2.69 -0.78
C -1.70 -1.69 -0.39
C 1.92 -0.32 1.85
N -0.81 -0.63 -0.49
N 1.30 0.70 -0.74
O -1.40 0.48 1.37
O 3.46 0.86 0.14
O 2.57 -1.45 -0.43
S 2.44 -0.12 0.13
H 0.86 -1.37 -1.69
H -0.14 -0.03 -2.44
H 0.67 1.77 0.92
H -1.25 2.89 -0.31
H -0.49 2.76 -1.93
H 0.46 3.42 -0.65
H -1.14 -2.65 -0.30
H -2.25 -1.46 0.48
H -2.35 -1.85 -1.25
H 1.20 -1.15 2.05
H 2.92 -0.42 2.23
H 1.39 0.58 2.05
*
```

Here are the natural (NBO) charges for atoms 1 to 8, given in e: 0.676 0.025 -0.154 -0.614 -0.409 -0.868 -0.479 -0.669

2.
Computed, not measured: the molecule C6H12N2P2 at a distorted geometry, with ωB97M-V/def2-TZVPD.

Orbital gap   0.309 Eh
Structure (SMILES)   C1=NP2CCCN2PCC1
Energy above the lowest of the compared OMol25 structures with the same formula, charge and spin   0.0 kJ/mol
HOMO   -7.58 eV

ORCA input file:
```
! wB97M-V def2-TZVPD RIJCOSX def2/J DEFGRID3
* xyz 0 1
C -1.18 0.26 -1.72
N -1.20 0.57 -0.51
P -0.88 -0.54 0.66
C -0.91 0.85 2.11
C 0.52 1.02 2.58
C 1.35 0.72 1.36
N 0.83 -0.40 0.50
P 1.62 -0.80 -0.97
C 0.19 -1.80 -1.69
C -0.90 -0.99 -2.33
H -1.50 1.06 -2.37
H -1.60 0.80 2.92
H -1.22 1.67 1.48
H 0.70 0.34 3.37
H 0.81 2.01 2.84
H 1.39 1.55 0.55
H 2.41 0.61 1.54
H 1.46 0.58 -1.33
H -0.09 -2.47 -0.85
H 0.65 -2.52 -2.37
H -1.84 -1.56 -2.44
H -0.63 -0.96 -3.34
*
```

Here are the natural (NBO) charges for atoms 1 to 8, given in e: 0.178 -0.773 1.107 -0.648 -0.428 -0.205 -1.067 0.777

3.
Computed, not measured: a 2-piece molecular cluster, C6H12N2S overall at a distorted geometry, with ωB97M-V/def2-TZVPD.

Orbital gap   0.318 Eh
Energy above the lowest of the compared OMol25 structures with the same formula, charge and spin   360.8 kJ/mol
HOMO   -8.47 eV

ORCA input file:
```
! wB97M-V def2-TZVPD RIJCOSX def2/J DEFGRID3
* xyz 0 1
C -1.05 -4.88 0.90
C 0.58 -0.45 0.19
C 1.26 1.58 -1.14
C 0.75 1.64 1.29
C -1.08 1.30 -0.53
C 0.36 1.03 0.00
N -0.79 -4.30 -0.20
N -0.80 -3.90 -1.27
S 1.71 -1.41 -0.35
H -2.04 -5.05 1.32
H -0.25 -5.43 1.35
H -0.01 -0.71 1.07
H 1.23 2.74 -0.91
H 0.90 1.28 -2.10
H 2.33 1.26 -1.18
H 1.81 1.73 1.37
H 0.15 2.56 1.43
H 0.30 1.05 2.08
H -1.49 0.44 -1.03
H -0.94 2.21 -1.12
H -1.71 1.60 0.24
*
```

Here are the natural (NBO) charges for atoms 1 to 8, given in e: -0.480 -0.253 -0.615 -0.600 -0.597 -0.151 0.056 -0.025

4.
Computed, not measured: a 2-piece molecular cluster, C6H12N2S overall at a distorted geometry, with ωB97M-V/def2-TZVPD.

Orbital gap   0.340 Eh
Structure (SMILES)   Cc1c[nH]cn1.CCS
Energy above the lowest of the compared OMol25 structures with the same formula, charge and spin   82.4 kJ/mol
HOMO   -8.62 eV

ORCA input file:
```
! wB97M-V def2-TZVPD RIJCOSX def2/J DEFGRID3
* xyz 0 1
C -2.69 0.33 1.12
C -1.61 1.41 1.01
C -0.45 1.55 0.26
N 0.22 2.60 0.79
C -0.45 3.00 1.92
N -1.50 2.23 2.08
H -3.35 0.78 1.87
H -2.37 -0.65 1.44
H -3.30 0.45 0.23
H -0.15 1.20 -0.72
H 1.15 2.91 0.60
H 0.00 3.70 2.60
C 1.45 -1.97 -2.37
C 1.21 -2.33 -0.91
S 2.59 -3.02 -0.06
H 1.26 -2.84 -3.01
H 2.45 -1.62 -2.61
H 0.72 -1.28 -2.82
H 0.94 -1.41 -0.37
H 0.37 -3.01 -0.85
H 3.51 -2.02 -0.21
*
```

Here are the natural (NBO) charges for atoms 1 to 8, given in e: -0.648 0.097 -0.116 -0.514 0.146 -0.464 0.238 0.225

5.
Computed, not measured: an isolated ion of composition C6H12N3 and charge +1, with ωB97M-V/def2-TZVPD.

Orbital gap   0.322 Eh
Structure (SMILES)   CC\[NH+]=C/C=C\N=C/N
Energy above the lowest of the compared OMol25 structures with the same formula, charge and spin   121.0 kJ/mol
HOMO   -12.70 eV

ORCA input file:
```
! wB97M-V def2-TZVPD RIJCOSX def2/J DEFGRID3
* xyz 1 1
C -0.44 0.53 -2.89
C -0.25 0.24 -1.41
N 1.15 0.02 -1.14
C 1.87 0.45 -0.12
C 1.45 0.99 1.09
C 0.26 0.82 1.78
N -0.77 0.11 1.44
C -1.52 -0.88 1.69
N -1.18 -1.95 2.41
H 0.16 1.39 -3.18
H -0.16 -0.32 -3.50
H -1.48 0.77 -3.09
H -0.83 -0.65 -1.13
H -0.60 1.08 -0.81
H 1.65 -0.37 -1.93
H 2.94 0.42 -0.27
H 2.21 1.54 1.63
H 0.16 1.39 2.71
H -2.50 -0.90 1.23
H -0.30 -1.97 2.91
H -1.82 -2.71 2.57
*
```

Here are the natural (NBO) charges for atoms 1 to 8, given in e: -0.621 -0.226 -0.481 0.209 -0.458 0.182 -0.481 0.362

6.
Computed, not measured: an isolated ion of composition C6H12N3 and charge +1 at a distorted geometry, with ωB97M-V/def2-TZVPD.

Orbital gap   0.325 Eh
Structure (SMILES)   CC(C)[N+]1=NC=C[C@H]1N
Energy above the lowest of the compared OMol25 structures with the same formula, charge and spin   345.5 kJ/mol
HOMO   -14.66 eV

ORCA input file:
```
! wB97M-V def2-TZVPD RIJCOSX def2/J DEFGRID3
* xyz 1 1
C 1.82 0.24 -1.17
C 1.17 -0.16 0.18
C 1.74 -1.45 0.75
N -0.22 -0.28 0.01
N -0.81 -1.36 -0.31
C -2.17 -1.13 -0.42
C -2.44 0.20 -0.26
C -1.11 0.92 -0.04
N -0.94 1.73 1.14
H 1.55 1.40 -1.25
H 2.97 0.12 -1.11
H 1.35 -0.31 -1.92
H 1.19 0.67 0.80
H 1.30 -2.26 0.03
H 1.33 -1.51 1.78
H 2.79 -1.33 0.82
H -2.82 -1.95 -0.72
H -3.41 0.65 -0.18
H -0.76 1.39 -0.94
H -1.60 1.59 1.82
H -0.92 2.83 1.00
*
```

Here are the natural (NBO) charges for atoms 1 to 8, given in e: -0.592 -0.085 -0.608 0.037 -0.013 -0.084 -0.093 0.016

7.
Computed, not measured: a 2-piece molecular cluster, C6H12N3 overall at a distorted geometry, with ωB97M-V/def2-TZVPD.

Orbital gap   0.323 Eh
Energy above the lowest of the compared OMol25 structures with the same formula, charge and spin   285.5 kJ/mol
HOMO   -12.07 eV

ORCA input file:
```
! wB97M-V def2-TZVPD RIJCOSX def2/J DEFGRID3
* xyz 1 1
C -3.35 0.95 -0.18
C -2.86 1.02 -1.44
C -1.20 0.35 -0.25
C 1.52 0.52 1.27
C 1.86 -0.62 -0.94
C 1.18 -0.64 0.40
N -2.31 0.43 0.53
N -1.60 0.57 -1.47
N 0.60 -1.67 0.89
H -4.40 1.13 0.20
H -3.55 1.19 -2.29
H 2.60 0.79 1.40
H 1.10 1.35 0.90
H 1.05 0.32 2.28
H 1.40 0.07 -1.60
H 2.81 -0.35 -0.50
H 1.97 -1.59 -1.29
H -1.13 0.30 -2.36
H 0.31 -1.83 1.89
H 0.39 -2.49 0.30
H -2.39 0.06 1.42
*
```

Here are the natural (NBO) charges for atoms 1 to 8, given in e: -0.091 -0.101 0.056 -0.694 -0.674 0.565 -0.541 -0.545

8.
Computed, not measured: a 2-piece molecular cluster, C6H12N3 overall at a distorted geometry, with ωB97M-V/def2-TZVPD.

Orbital gap (spin up / spin down)   0.280 / 0.219 Eh
Energy above the lowest of the compared OMol25 structures with the same formula, charge and spin   772.2 kJ/mol
HOMO (spin up / spin down)   -14.00 / -13.11 eV

ORCA input file:
```
! wB97M-V def2-TZVPD RIJCOSX def2/J DEFGRID3
* xyz 1 1
C -3.23 -0.41 -1.39
C -2.07 -0.55 -0.79
C -1.89 -1.00 0.63
C 1.31 0.33 0.10
C 0.24 2.35 1.10
C 2.40 -1.66 -0.81
N 0.76 0.97 1.02
N 1.30 -0.87 -0.38
N -0.86 -1.37 1.20
H -3.14 -0.06 -2.36
H -4.18 -0.50 -1.08
H -1.21 -0.53 -1.50
H -2.68 -0.83 1.33
H 2.05 1.01 -0.39
H -0.44 2.50 1.98
H 1.03 3.10 1.18
H -0.36 2.50 0.24
H 2.31 -2.72 -0.47
H 3.34 -1.37 -0.43
H 2.48 -1.86 -1.90
H 0.09 -1.43 0.88
*
```

Here are the natural (NBO) charges for atoms 1 to 8, given in e: -0.231 -0.309 0.130 0.244 -0.465 -0.463 -0.147 -0.371

9.
Computed, not measured: an isolated ion of composition C6H12N3O2 and charge +1 at a distorted geometry, with ωB97M-V/def2-TZVPD.

Orbital gap   0.359 Eh
Structure (SMILES)   C/C(C(N)=[NH2+])=C(\O)N(C)C=O
Energy above the lowest of the compared OMol25 structures with the same formula, charge and spin   287.4 kJ/mol
HOMO   -12.88 eV

ORCA input file:
```
! wB97M-V def2-TZVPD RIJCOSX def2/J DEFGRID3
* xyz 1 1
C -0.80 -2.26 0.58
C -0.36 -0.89 0.22
C -1.78 0.16 -0.28
N -2.22 0.19 -1.50
N -2.52 0.68 0.64
C 0.95 -0.54 0.20
O 1.93 -1.38 0.67
N 1.32 0.76 -0.23
C 2.63 0.76 -0.76
C 0.91 1.83 0.57
O -0.03 1.97 1.36
H -1.48 -2.26 1.50
H 0.22 -2.75 0.69
H -1.36 -2.65 -0.31
H -1.55 -0.19 -2.14
H -3.25 0.42 -1.74
H -2.38 0.66 1.63
H -3.35 1.24 0.39
H 2.54 -0.90 1.17
H 2.65 0.28 -1.68
H 2.94 1.84 -0.95
H 3.48 0.26 -0.22
H 1.51 2.77 0.23
*
```

Here are the natural (NBO) charges for atoms 1 to 8, given in e: -0.671 -0.038 0.580 -0.755 -0.718 0.436 -0.659 -0.483

10.
Computed, not measured: an isolated ion of composition C6H12N3O3 and charge +1 at a distorted geometry, with ωB97M-V/def2-TZVPD.

Orbital gap   0.364 Eh
Energy above the lowest of the compared OMol25 structures with the same formula, charge and spin   104.4 kJ/mol
HOMO   -12.87 eV

ORCA input file:
```
! wB97M-V def2-TZVPD RIJCOSX def2/J DEFGRID3
* xyz 1 1
C -0.07 -1.09 -2.22
C 0.89 -0.28 -0.11
C 0.66 1.11 0.23
C -0.71 1.03 0.99
C -1.07 -1.00 -0.09
C -0.45 0.53 2.46
N 1.02 -0.72 -1.57
N -1.16 -1.32 -1.46
N -0.11 -1.24 -3.54
O -1.60 0.25 0.33
O 1.78 1.59 1.00
O 0.48 1.37 3.07
H 1.54 -0.80 0.59
H 0.54 1.91 -0.59
H -1.23 1.97 1.09
H -1.20 -1.69 0.68
H -0.02 -0.53 2.49
H -1.43 0.49 3.00
H 2.02 -0.86 -1.90
H -2.04 -1.48 -1.95
H 0.81 -1.21 -4.09
H -0.97 -1.39 -4.06
H 1.51 2.24 1.71
H 0.81 1.13 3.95
*
```

Here are the natural (NBO) charges for atoms 1 to 8, given in e: 0.684 -0.013 -0.023 0.082 0.279 -0.083 -0.591 -0.605

11.
Computed, not measured: C6H12N4O2S as an isolated structure at a distorted geometry, with ωB97M-V/def2-TZVPD.

Orbital gap   0.286 Eh
Energy above the lowest of the compared OMol25 structures with the same formula, charge and spin   78.6 kJ/mol
HOMO   -7.24 eV

ORCA input file:
```
! wB97M-V def2-TZVPD RIJCOSX def2/J DEFGRID3
* xyz 0 1
C 2.66 -0.15 1.57
C 2.52 -0.61 0.26
C 2.56 0.52 -0.53
C 2.29 2.89 -0.23
C -3.72 0.21 1.33
C -3.24 -0.71 -0.76
N 2.61 1.17 1.53
N 2.66 1.61 0.30
N 2.55 -1.90 -0.08
N -2.87 -0.44 0.40
O -0.50 0.50 -0.52
O -0.64 -1.93 -0.30
S -0.63 -0.66 0.36
H 2.61 -0.65 2.51
H 2.45 3.51 0.62
H 3.02 3.29 -1.00
H 1.30 2.81 -0.70
H -3.06 0.95 1.93
H -4.64 0.58 0.77
H -4.07 -0.49 2.23
H -2.43 -0.98 -1.43
H 2.23 0.55 -1.54
H -4.25 -0.48 -1.08
H 2.33 -2.20 -1.03
H 2.54 -2.49 0.74
*
```

Here are the natural (NBO) charges for atoms 1 to 8, given in e: -0.128 0.056 -0.148 -0.410 -0.453 -0.001 -0.247 -0.151

12.
Computed, not measured: the molecule C6H12N4O4 at a distorted geometry, with ωB97M-V/def2-TZVPD.

Orbital gap   0.355 Eh
Structure (SMILES)   NC1(N([N+](=O)[O-])[N+](=O)[O-])CCCCC1
Energy above the lowest of the compared OMol25 structures with the same formula, charge and spin   622.7 kJ/mol
HOMO   -10.06 eV

ORCA input file:
```
! wB97M-V def2-TZVPD RIJCOSX def2/J DEFGRID3
* xyz 0 1
N -1.53 -0.03 0.59
C -0.31 0.32 0.01
N -0.26 1.72 -0.28
N -0.64 2.65 0.65
O -0.63 2.31 1.80
O -1.04 3.67 0.21
N -0.69 2.07 -1.58
O -1.82 1.84 -1.84
O 0.04 2.64 -2.30
C 0.87 0.13 1.03
C 1.08 -1.35 1.37
C 1.27 -2.14 0.07
C 0.17 -1.90 -0.88
C 0.03 -0.46 -1.26
H -1.67 0.15 1.61
H -2.34 0.44 0.05
H 0.80 0.69 1.93
H 1.77 0.55 0.44
H 0.11 -1.61 1.77
H 1.88 -1.46 2.22
H 2.30 -1.85 -0.13
H 1.40 -3.25 0.30
H 0.04 -2.56 -1.81
H -0.85 -2.08 -0.36
H 0.83 0.00 -1.67
H -0.79 -0.49 -1.96
*
```

Here are the natural (NBO) charges for atoms 1 to 8, given in e: -0.874 0.267 -0.210 0.664 -0.386 -0.366 0.646 -0.352